This record from OMol25 describes a structure of composition C39H28IrN6O5P. The level of theory is ωB97M-V/def2-TZVPD.

Each line ends with the Mulliken charge.
Positions of all 80 atoms, in Å:
Ir 1.93 -0.93 -1.40  1.2176
O 0.61 -5.91 1.09  -0.5234
C -0.23 -5.08 1.12  0.3683
O 0.04 -3.76 0.64  0.0442
C -1.63 -5.14 1.59  0.0555
C -2.21 -6.25 2.19  -0.7921
C -3.52 -6.14 2.62  -0.5375
C -4.23 -4.95 2.47  -0.7262
C -3.65 -3.84 1.87  -0.5925
C -2.34 -3.95 1.43  0.5828
P -1.24 -2.80 0.64  0.3709
C -0.86 -1.35 1.57  1.3804
C -1.27 -0.10 1.11  -0.4191
C -0.94 1.03 1.84  -0.5950
C -0.24 0.90 3.03  -0.3845
C 0.13 -0.35 3.51  -0.9192
C -0.17 -1.48 2.78  -0.7021
C -1.68 -2.45 -1.05  0.7171
C -3.00 -2.11 -1.34  -0.2362
C -3.37 -1.90 -2.66  -0.8396
C -2.43 -2.03 -3.68  -0.5782
C -1.12 -2.37 -3.39  -1.1393
C -0.73 -2.58 -2.07  -0.9255
H -1.64 -7.16 2.31  0.5280
H -4.00 -6.99 3.09  0.4285
H -5.25 -4.89 2.82  0.4530
H -4.21 -2.92 1.78  0.4763
H -1.80 0.00 0.17  0.1917
H -1.21 2.01 1.48  0.4456
H 0.03 1.79 3.58  0.5265
H 0.69 -0.44 4.43  0.4312
H 0.15 -2.46 3.12  0.4325
H -3.74 -2.03 -0.56  0.3103
H -4.40 -1.64 -2.89  0.4582
H -2.73 -1.87 -4.70  0.4390
H -0.39 -2.46 -4.18  0.4681
H 0.31 -2.81 -1.87  1.4407
C -1.81 5.15 2.88  -1.0032
O -0.63 4.50 2.44  -0.3400
C -0.11 4.89 1.25  0.4986
C -0.74 5.76 0.37  -0.6307
C -0.11 6.09 -0.83  -0.3766
C 1.10 5.53 -1.18  -0.3494
C 1.75 4.69 -0.27  0.0738
C 1.15 4.38 0.93  -0.2273
N 1.60 5.98 -2.45  -0.2795
N 2.29 5.30 -3.24  -0.6938
C 2.53 3.90 -3.04  0.1297
C 3.82 3.46 -3.16  -0.3786
C 4.20 2.13 -2.90  -0.8693
C 3.24 1.23 -2.50  1.0584
O 3.50 -0.03 -2.19  -0.6477
C 1.89 1.66 -2.46  0.4185
N 0.99 0.70 -2.11  -0.4038
C -0.30 0.97 -2.17  0.7705
C -0.78 2.22 -2.58  -1.3964
C 0.11 3.22 -2.87  -0.7090
C 1.50 2.97 -2.79  0.2248
H -2.01 4.77 3.88  0.2445
H -2.66 4.92 2.23  0.3703
H -1.67 6.23 2.93  0.3981
H -1.69 6.21 0.61  0.4781
H -0.58 6.79 -1.51  0.4851
H 2.73 4.29 -0.48  0.4492
H 1.65 3.73 1.64  0.4389
H 4.58 4.19 -3.44  0.4267
H 5.23 1.83 -2.98  0.4967
H -0.97 0.16 -1.91  0.1051
H -1.84 2.38 -2.65  0.4942
H -0.24 4.19 -3.18  0.5794
N 3.96 -4.21 0.44  -0.3854
C 3.31 -3.04 0.36  1.2202
O 2.93 -2.66 -0.79  -0.7973
C 3.04 -2.30 1.55  -0.0582
C 2.48 -1.05 1.30  0.5139
N 1.99 -0.15 0.75  -0.7811
C 3.25 -2.83 2.84  -0.3344
N 3.38 -3.31 3.88  -0.5412
H 4.04 -4.77 -0.39  0.2582
H 4.19 -4.61 1.33  0.2142

Results
DFT total energy   -2653.1353 hartree
Multiplicity   2
Gap between HOMO and LUMO (spin up / spin down)   6.061 / 6.103 eV
Highest occupied orbital energy (spin up / spin down)   -0.3537 / -0.3551 hartree
Energy relative to the best compared isomer or geometry (same formula, charge and spin)   0.0 kJ/mol
Total charge   +1

***

This record from OMol25 describes a structure of composition C39H29Cl3FeN7O6S2Se. The level of theory is ωB97M-V/def2-TZVPD.

Each line ends with the Mulliken charge.
Positions of all 88 atoms, in Å:
Fe 1.19 1.24 0.73  0.5075
C 1.65 0.48 -6.68  -1.6540
C 1.86 0.25 -5.21  0.9269
C 1.84 1.31 -4.31  -0.6855
C 2.06 1.10 -2.95  -0.4171
C 2.28 -0.18 -2.49  -0.2435
C 2.29 -1.25 -3.37  -0.4704
C 2.09 -1.03 -4.72  -0.7191
S 2.55 -0.51 -0.77  1.9962
O 2.97 0.81 -0.22  -0.8207
O 3.50 -1.58 -0.68  -0.7765
N 1.10 -0.79 -0.20  0.3908
C 0.86 -1.83 0.72  -0.4783
C -0.18 -2.70 0.49  -0.2433
C -0.54 -3.69 1.43  -0.9938
C 0.15 -3.83 2.60  -0.9312
C 1.24 -2.96 2.87  0.6168
C 1.96 -3.03 4.08  -0.6018
C 2.96 -2.13 4.30  -0.7755
C 3.20 -1.13 3.33  -0.5819
N 2.54 -1.03 2.21  -0.0389
C 1.59 -1.96 1.94  1.0502
H 1.36 1.51 -6.89  0.3360
H 0.88 -0.18 -7.08  0.3163
H 2.57 0.27 -7.24  0.4081
H 1.68 2.32 -4.67  0.3881
H 2.06 1.94 -2.26  0.4395
H 2.47 -2.25 -2.99  0.4725
H 2.10 -1.87 -5.41  0.3822
H -0.74 -2.60 -0.44  0.2235
H -1.38 -4.34 1.21  0.4085
H -0.12 -4.57 3.33  0.5125
H 1.68 -3.76 4.83  0.4724
H 3.53 -2.14 5.22  0.4369
H 3.97 -0.38 3.51  0.4905
Cl -3.10 6.85 1.51  -0.2457
C -2.26 5.42 0.98  0.4248
C -0.90 5.31 1.20  -0.8561
C -0.27 4.16 0.77  1.0526
Cl 1.46 4.00 1.01  -0.2235
C -0.91 3.08 0.13  -0.9761
O -0.28 2.02 -0.26  -0.1928
C -2.30 3.27 -0.06  0.4513
Cl -3.19 2.00 -0.83  -0.1646
C -2.96 4.41 0.36  -0.7164
H -0.34 6.10 1.69  0.4475
H -4.03 4.50 0.19  0.4467
O -0.05 -4.48 6.53  -0.5687
S -0.33 -4.06 7.90  1.1267
O 0.59 -4.59 8.88  -0.7047
O -1.73 -4.07 8.27  -0.6984
C 0.03 -2.27 7.89  -0.0138
N 0.27 -1.69 9.07  -0.4879
C 0.51 -0.39 9.05  -0.4074
C 0.54 0.36 7.88  -0.7435
C 0.28 -0.34 6.72  0.2713
N 0.01 -1.64 6.72  -0.1306
C 0.31 0.29 5.37  1.5532
C 1.17 1.33 5.06  -1.1105
C 1.29 1.74 3.74  -0.5407
N 0.58 1.18 2.75  0.2595
C -0.32 0.24 3.07  -0.2837
C -0.48 -0.24 4.35  -0.8720
H 0.69 0.08 10.01  0.4118
H 0.74 1.42 7.90  0.4496
H 1.81 1.78 5.81  0.3547
H 2.01 2.49 3.46  0.4212
H -0.88 -0.18 2.24  0.4959
H -1.15 -1.06 4.56  0.4761
C -1.79 1.90 -4.35  -0.7937
N -2.01 0.61 -4.97  0.6319
C -1.89 -0.59 -4.33  -0.5117
Se -1.33 -0.87 -2.64  -0.2865
N -2.22 -1.54 -5.26  0.0590
C -2.56 -0.96 -6.47  0.3450
C -2.95 -1.48 -7.69  -0.9059
C -3.21 -0.58 -8.71  -0.4280
C -3.09 0.79 -8.52  -0.7084
C -2.70 1.32 -7.29  -0.6325
C -2.44 0.42 -6.27  0.7239
H -1.41 1.73 -3.35  -0.0890
H -2.73 2.45 -4.30  0.4000
H -1.06 2.47 -4.93  0.3035
H -2.18 -2.52 -5.03  0.2344
H -3.04 -2.55 -7.84  0.4074
H -3.51 -0.96 -9.68  0.3820
H -3.29 1.46 -9.34  0.3858
H -2.60 2.38 -7.14  0.4331

Results
DFT total energy   -8180.6169 hartree
Multiplicity   5
Gap between HOMO and LUMO (spin up / spin down)   7.389 / 7.288 eV
Highest occupied orbital energy (spin up / spin down)   -0.2133 / -0.2134 hartree
Energy relative to the best compared isomer or geometry (same formula, charge and spin)   45.9 kJ/mol
Total charge   -1

***

This record from OMol25 describes a structure of composition C39H29ClINO2PTeZn in a non-equilibrium geometry. The level of theory is ωB97M-V/def2-TZVPD.

Each line ends with the Mulliken charge.
Positions of all 76 atoms, in Å:
Zn -0.08 -0.45 0.97  1.2738
Cl 3.43 5.15 -0.36  -0.2540
C 2.94 3.53 -0.04  0.5202
C 3.83 2.50 -0.23  -0.3597
C 3.43 1.18 -0.02  -0.3913
I 4.74 -0.44 -0.29  0.0318
C 2.14 0.84 0.39  -0.0293
O 1.75 -0.39 0.53  -0.2101
C 1.26 1.92 0.67  0.8638
N 0.05 1.59 1.19  -0.3128
C -0.81 2.54 1.48  -0.0546
C -0.53 3.89 1.26  -0.9177
C 0.68 4.26 0.74  -0.7077
C 1.64 3.27 0.44  0.0386
H 4.84 2.71 -0.53  0.4628
H -1.76 2.23 1.90  0.4697
H -1.28 4.63 1.51  0.4156
H 0.94 5.29 0.57  0.4421
O -1.62 -0.27 -0.28  -0.2607
P -2.22 -1.03 -1.43  0.2670
C -3.51 0.00 -2.19  0.5954
C -4.61 0.35 -1.41  -0.7192
C -5.59 1.17 -1.94  -0.7368
C -5.48 1.64 -3.24  -0.5126
C -4.38 1.28 -4.01  -0.7586
C -3.40 0.47 -3.49  -0.2319
C -0.96 -1.41 -2.67  0.7483
C -1.25 -2.09 -3.85  -0.3260
C -0.24 -2.34 -4.77  -1.0048
C 1.05 -1.92 -4.52  -0.6864
C 1.34 -1.22 -3.35  -0.4772
C 0.34 -0.96 -2.44  -0.7581
C -2.99 -2.55 -0.79  1.3012
C -2.93 -3.75 -1.49  -0.4156
C -3.53 -4.88 -0.99  -0.5520
C -4.22 -4.84 0.21  -0.7290
C -4.27 -3.65 0.92  -0.9677
C -3.64 -2.52 0.44  -0.7814
H -4.69 -0.02 -0.40  0.3067
H -6.45 1.44 -1.34  0.4329
H -6.23 2.29 -3.65  0.4040
H -4.30 1.64 -5.03  0.4281
H -2.54 0.20 -4.09  0.4246
H -2.27 -2.38 -4.07  0.5873
H -0.47 -2.86 -5.69  0.4642
H 1.83 -2.11 -5.24  0.4466
H 2.35 -0.90 -3.15  0.4715
H 0.55 -0.39 -1.56  0.4160
H -2.41 -3.79 -2.44  0.1519
H -3.46 -5.81 -1.54  0.5229
H -4.70 -5.72 0.59  0.4596
H -4.82 -3.61 1.85  0.4495
H -3.68 -1.60 1.02  0.6654
Te -0.67 -2.68 2.28  0.3795
C -0.65 -4.30 0.86  0.5044
C -0.12 -4.18 -0.42  -0.2001
C -0.08 -5.29 -1.25  -1.0163
C -0.57 -6.51 -0.82  -0.7405
C -1.11 -6.62 0.45  -0.7816
C -1.16 -5.52 1.29  -0.7302
C 1.37 -3.02 2.87  0.5104
C 1.74 -2.79 4.19  -0.6490
C 3.08 -2.85 4.53  -0.5204
C 4.04 -3.15 3.58  -0.5608
C 3.65 -3.43 2.28  -0.6766
C 2.31 -3.36 1.92  -0.1318
H 0.26 -3.23 -0.77  0.7808
H 0.34 -5.21 -2.24  0.5126
H -0.53 -7.38 -1.47  0.4287
H -1.50 -7.57 0.79  0.4501
H -1.58 -5.60 2.28  0.5082
H 0.99 -2.55 4.93  0.4061
H 3.38 -2.63 5.55  0.3981
H 5.08 -3.16 3.84  0.4116
H 4.39 -3.67 1.53  0.5200
H 2.02 -3.57 0.90  0.2903

Results
DFT total energy   -4855.3089 hartree
Gap between HOMO and LUMO   7.369 eV
Highest occupied orbital energy   -0.3664 hartree
Energy relative to the best compared isomer or geometry (same formula, charge and spin)   85.4 kJ/mol
Total charge   +1

***

This record from OMol25 describes a structure of composition C39H29CoIN6O8S in a non-equilibrium geometry. The level of theory is ωB97M-V/def2-TZVPD.

Each line ends with the Mulliken charge.
Positions of all 85 atoms, in Å:
Co 0.51 0.47 -0.41  -0.4660
O 1.44 1.26 6.38  -0.5890
N 1.02 2.24 5.82  0.9982
O 0.67 3.27 6.36  -0.5966
C 0.94 2.20 4.34  -0.3198
C 0.95 3.39 3.71  -0.8446
C 0.93 3.47 2.28  1.3204
C 0.98 4.66 1.54  -0.9652
C 0.98 4.59 0.17  -1.1393
C 0.92 3.34 -0.46  -0.2383
N 0.88 2.22 0.22  1.3336
C 0.88 2.28 1.57  -1.0103
C 0.83 1.02 2.25  0.2779
N 0.73 -0.05 1.44  1.4116
C 0.71 -1.26 1.96  -0.3520
C 0.78 -1.45 3.34  -1.5460
C 0.87 -0.37 4.19  -0.8855
C 0.89 0.93 3.64  0.8168
H 0.98 4.30 4.30  0.6062
H 1.01 5.62 2.04  0.5288
H 1.02 5.48 -0.44  0.4965
H 0.94 3.26 -1.54  0.5064
H 0.61 -2.09 1.27  0.7139
H 0.78 -2.46 3.73  0.5792
H 0.93 -0.52 5.25  0.6250
O 4.82 0.89 3.02  -0.6286
S 5.17 0.46 1.70  1.2450
O 6.49 0.70 1.20  -0.6864
N 4.04 1.03 0.64  -0.5819
C 3.33 0.06 0.15  0.1648
O 2.36 0.32 -0.66  -0.1476
C 3.69 -1.32 0.61  0.4366
C 3.17 -2.55 0.25  0.0941
C 3.72 -3.69 0.83  -1.0951
C 4.77 -3.60 1.74  -0.4406
C 5.30 -2.37 2.09  -0.7449
C 4.74 -1.25 1.51  -0.2275
H 2.36 -2.62 -0.45  0.7507
H 3.33 -4.67 0.57  0.4432
H 5.18 -4.50 2.17  0.4271
H 6.12 -2.29 2.79  0.4767
N -0.43 1.13 -6.42  -0.4480
C -0.20 1.09 -5.09  0.8854
C 1.05 0.72 -4.57  -0.9413
C 1.24 0.67 -3.21  -0.8380
N 0.28 0.95 -2.31  1.2577
C -0.92 1.33 -2.82  -0.6454
C -1.19 1.41 -4.16  -0.9562
H 0.30 0.94 -7.08  0.1980
H -1.32 1.43 -6.78  0.2011
H 1.88 0.49 -5.22  0.4311
H 2.20 0.40 -2.79  0.6722
H -1.67 1.63 -2.10  0.3837
H -2.17 1.73 -4.47  0.4441
C 0.92 -2.77 -2.76  -2.0362
C -0.17 -2.22 -1.90  0.7517
O 0.10 -1.43 -0.99  -0.3276
C -1.56 -2.63 -2.13  0.4755
C -2.59 -1.95 -1.46  0.6491
C -3.90 -2.32 -1.66  -0.9252
C -4.20 -3.38 -2.50  -0.4879
C -3.19 -4.07 -3.16  -0.9073
C -1.87 -3.69 -2.98  -0.6569
H 1.82 -2.18 -2.65  0.4380
H 0.62 -2.81 -3.81  0.5081
H 1.14 -3.80 -2.45  0.4406
H -2.32 -1.14 -0.80  -0.0957
H -4.69 -1.79 -1.14  0.5157
H -5.24 -3.68 -2.65  0.4213
H -3.44 -4.90 -3.81  0.4290
H -1.09 -4.24 -3.50  0.4424
I -7.78 0.20 2.75  0.1260
C -5.93 0.65 1.91  -0.0603
C -4.89 -0.27 1.99  -0.8718
C -3.67 0.03 1.43  -0.1794
C -3.46 1.25 0.79  0.0047
C -4.50 2.17 0.73  -0.5703
C -5.74 1.88 1.28  -0.6317
C -2.15 1.61 0.15  0.1704
O -1.95 2.73 -0.29  -0.6542
O -1.31 0.62 0.11  0.8437
H -5.05 -1.22 2.50  0.4256
H -2.86 -0.69 1.49  0.4658
H -4.33 3.12 0.23  0.5031
H -6.54 2.59 1.23  0.4018

Results
DFT total energy   -4512.5212 hartree
Gap between HOMO and LUMO   7.210 eV
Highest occupied orbital energy   -0.3980 hartree
Energy relative to the best compared isomer or geometry (same formula, charge and spin)   0.0 kJ/mol
Total charge   +1